Entry 1:
The following is a quantum chemistry calculation of a cluster of 2 separate species, C3H10N2OS in total, from the OMol25 dataset.

Last column: Mulliken charge in e.
CARTESIAN COORDINATES (ANGSTROEM)
C  -1.606  2.084  -0.061  -0.887
C  -1.818  0.646  -0.071  0.030
N  -0.937  -0.217  0.186  -0.305
C  -1.110  -1.643  0.166  -0.902
H  -1.756  2.603  -1.041  0.272
H  -0.590  2.246  0.485  0.178
H  -2.453  2.455  0.597  0.285
H  -2.863  0.308  -0.165  0.358
H  -0.857  -2.028  1.118  0.322
H  -2.056  -2.143  -0.144  0.320
H  -0.285  -1.989  -0.442  0.299
N  3.385  -1.050  -0.464  -0.504
S  2.994  0.317  0.540  0.023
O  1.678  0.964  -0.201  -0.404
H  2.994  -1.841  0.090  0.258
H  4.359  -1.301  -0.814  0.252
H  0.921  0.589  0.219  0.404

Its frontier orbital gap is 9.3 eV. As for the LUMO energy: 0.94 eV. As for the total charge: 0. For the HOMO energy, the calculation gives -8.34 eV. As for the multiplicity: 1. As for the SMILES: C/C=N/C.NSO.

=====

Entry 2:
The following is a quantum chemistry calculation of the ion C3H10N2P with charge +1, from the OMol25 dataset.

Last column: Mulliken charge in e.
CARTESIAN COORDINATES (ANGSTROEM)
C  0.777  0.027  -0.958  -0.444
C  -1.365  -0.933  0.862  -0.753
C  0.312  0.737  0.250  0.204
N  -0.034  -0.886  -1.607  -0.278
N  -0.751  0.371  0.844  -0.286
P  1.129  2.335  0.616  -0.068
H  1.854  -0.192  -0.800  0.360
H  -1.195  -1.278  -0.190  0.289
H  -0.940  -1.564  1.668  0.291
H  -2.382  -0.828  1.128  0.349
H  0.823  0.821  -1.680  0.362
H  0.289  -1.779  -1.771  0.268
H  -0.833  -0.525  -2.190  0.362
H  -1.206  1.000  1.502  0.260
H  2.181  1.621  1.339  0.073
H  0.499  2.503  1.705  0.011

Its frontier orbital gap (spin up / spin down) is 6.5 / 5.4 eV. As for the LUMO energy (spin up / spin down): -3.40 / -8.22 eV. As for the total charge: +1. For the HOMO energy (spin up / spin down), the calculation gives -9.90 / -13.57 eV. As for the multiplicity: 3.

=====

Entry 3:
The following is a quantum chemistry calculation of a structure of composition C3H10N2S, from the OMol25 dataset.

Last column: Mulliken charge in e.
CARTESIAN COORDINATES (ANGSTROEM)
C  -0.193  1.275  -1.625  -1.091
C  0.100  -0.133  -2.324  -0.165
S  0.789  -1.217  -0.960  -0.415
H  -0.687  2.055  -2.262  0.305
H  -1.019  0.960  -0.962  0.327
H  0.659  1.857  -1.217  0.224
H  -0.889  -0.659  -2.655  0.195
H  0.890  -0.260  -3.200  0.271
N  -0.704  -1.318  2.203  -0.384
C  0.211  -0.289  2.290  0.097
N  0.511  0.543  1.365  -0.303
H  -1.039  -1.773  1.294  0.255
H  -1.032  -1.805  3.065  0.233
H  0.795  -0.201  3.225  0.289
H  1.262  1.189  1.448  0.213
H  0.347  -0.223  0.314  -0.052

Its frontier orbital gap is 7.9 eV. As for the LUMO energy: 0.56 eV. As for the total charge: 0. For the HOMO energy, the calculation gives -7.35 eV. As for the multiplicity: 1.

=====

Entry 4:
The following is a quantum chemistry calculation of a cluster of 2 separate species, C3H10N2S in total, from the OMol25 dataset.

Last column: Mulliken charge in e.
CARTESIAN COORDINATES (ANGSTROEM)
C  1.684  0.948  -0.669  -0.544
C  0.009  -2.135  0.359  -0.923
C  -2.147  1.356  0.218  -0.744
N  1.414  0.433  0.611  -0.469
N  -0.433  -0.695  0.490  -0.259
S  -1.325  -0.022  -0.711  -0.002
H  2.795  0.874  -1.007  0.293
H  1.024  0.495  -1.379  0.256
H  1.405  2.038  -0.667  0.213
H  0.365  -2.531  1.270  0.333
H  -0.652  -2.838  0.021  0.411
H  0.708  -2.236  -0.472  0.333
H  -1.284  2.056  0.599  0.223
H  -2.522  0.847  1.146  0.280
H  -2.797  1.876  -0.562  0.323
H  1.755  -0.466  0.751  0.275

Its frontier orbital gap (spin up / spin down) is 8.5 / 8.5 eV. As for the LUMO energy (spin up / spin down): 0.50 / 0.07 eV. As for the total charge: 0. For the HOMO energy (spin up / spin down), the calculation gives -7.98 / -8.40 eV. As for the multiplicity: 1.

=====

Entry 5:
The following is a quantum chemistry calculation of a cluster of 2 separate species, C3H10N2S in total, from the OMol25 dataset.

Last column: Mulliken charge in e.
CARTESIAN COORDINATES (ANGSTROEM)
C  -2.602  -0.440  -0.780  -0.574
N  -2.377  0.543  0.273  -0.213
S  -1.611  1.754  -0.195  -0.028
H  -2.301  0.030  -1.762  0.308
H  -1.989  -1.296  -0.466  0.159
H  -3.657  -0.748  -0.650  0.272
C  1.874  -0.110  1.430  -1.072
C  1.310  -0.469  0.061  -0.203
N  0.819  0.742  -0.664  -0.510
H  2.574  0.729  1.328  0.334
H  1.017  -0.001  2.172  0.248
H  2.324  -0.997  1.869  0.328
H  2.224  -0.759  -0.530  0.280
H  0.538  -1.184  0.089  0.220
H  1.278  1.604  -0.559  0.224
H  0.577  0.602  -1.615  0.226

Its frontier orbital gap is 7.8 eV. As for the LUMO energy: 0.14 eV. As for the total charge: 0. For the HOMO energy, the calculation gives -7.68 eV. As for the multiplicity: 1. As for the SMILES: CN=S.CCN.

=====

Entry 6:
The following is a quantum chemistry calculation of a cluster of 2 separate species, C3H10N2S in total, from the OMol25 dataset.

Last column: Mulliken charge in e.
CARTESIAN COORDINATES (ANGSTROEM)
C  -0.636  1.720  -3.087  -0.983
C  -0.103  0.438  -2.437  -0.393
S  -0.179  0.655  -0.627  -0.445
H  -0.021  2.547  -2.740  0.287
H  -1.642  1.867  -2.692  0.274
H  -0.630  1.629  -4.189  0.301
H  0.965  0.312  -2.652  0.244
H  -0.640  -0.469  -2.721  0.299
N  1.136  -1.964  3.535  -0.497
C  0.497  -1.539  2.393  0.026
N  -0.540  -0.547  2.209  -0.355
H  1.211  -1.319  4.321  0.290
H  1.446  -0.953  2.403  0.322
H  0.277  -2.384  1.737  0.305
H  -0.291  0.106  1.482  0.060
H  -0.851  -0.098  3.064  0.265

Its frontier orbital gap is 3.6 eV. As for the LUMO energy: -3.27 eV. As for the total charge: 0. For the HOMO energy, the calculation gives -6.87 eV. As for the multiplicity: 1.

=====

Listing energy above the lowest of the compared OMol25 structures with the same formula, charge and spin for the structures above in their given order: 64.7; 32.3; 46.8; 107.3; 59.8; 149.7 kcal/mol.
Listing F_max for the structures above in their given order: 0.047; 0.131; 0.053; 0.067; 0.080; 0.063 hartree/bohr.